Record 1
50
Properties=species:S:1:pos:R:3:forces:R:3:mulliken_charge:R:1 method="wB97M-V/def2-TZVPD" e_above_lowest_ev=0.331 multiplicity=4 s_squared=3.764 e_lumo_ev="0.067 / -0.099" energy_ev=-226352.5628
Br -0.74609 -3.07975 -0.35343 0.035 -0.003 0.100 -0.09
Br 0.72493 -1.48831 -2.69127 0.085 0.036 -0.002 -0.08
V 0.02583 0.19815 0.37049 -0.503 -0.112 -0.856 0.82
Cl -2.41679 -0.20880 0.81484 -0.390 0.026 0.035 -0.15
Cl -4.77252 1.21213 1.79621 -0.026 0.014 0.015 -0.16
F 0.05595 3.33523 -2.04857 -0.063 -0.024 -0.115 -0.30
F -2.17464 2.92036 -1.61457 0.011 0.022 0.031 -0.34
F -0.64415 2.97976 0.10623 -0.135 -0.087 0.117 -0.27
F -0.61637 1.23338 -1.36570 0.071 0.069 0.190 -0.29
O 0.61774 0.85386 3.51645 -0.073 0.213 -0.200 -0.33
O 0.53423 -0.86591 2.13316 -0.004 0.343 -0.066 -0.65
O 5.24528 3.30599 -1.81262 0.110 0.041 0.084 -0.66
N 3.81103 4.46215 -0.49970 0.009 0.025 0.008 0.26
N 2.04484 0.49826 -0.03741 0.557 0.015 -0.177 0.46
C 3.65909 5.97273 -2.46668 -0.040 0.025 -0.066 -1.09
C 4.29637 -0.24852 0.20435 -0.091 -0.056 -0.034 -1.00
C 4.75974 1.00306 -0.15842 0.051 -0.043 -0.045 -0.51
C 2.49805 1.70525 -0.39663 -0.103 -0.070 -0.091 -1.09
C 3.84603 2.00255 -0.45932 0.104 0.050 0.008 0.54
C 4.27030 5.71782 -1.09893 -0.027 -0.032 0.082 -0.83
C 4.36538 3.32225 -0.96342 -0.152 -0.062 -0.193 0.46
C 0.44828 2.27888 3.61964 0.035 -0.153 0.033 -0.33
C -3.20237 1.40696 1.04505 0.148 -0.126 -0.084 0.11
C -0.86621 -2.41588 -2.15285 -0.102 -0.012 -0.090 -0.44
C 1.51400 5.07617 0.23540 -0.041 0.036 -0.047 -0.70
C 2.88547 4.55155 0.62529 0.112 0.051 0.108 -1.16
C 0.39794 0.36454 2.30125 0.139 -0.241 1.108 0.53
C 2.93087 -0.46391 0.24635 0.073 0.049 0.071 -0.39
B -0.86814 2.70384 -1.25166 -0.060 -0.250 -0.114 0.38
H 1.06546 4.48401 -0.56383 0.154 0.198 0.171 0.04
H 3.34228 5.20864 1.37231 -0.020 0.011 0.020 0.33
H 0.14684 2.68910 2.65625 0.009 0.019 -0.015 -0.04
H 4.00571 6.51343 -0.40068 -0.008 0.005 -0.018 0.41
H 3.97114 5.20434 -3.17211 0.008 -0.016 0.021 0.32
H 4.97007 -1.05750 0.44728 0.028 0.019 -0.009 0.43
H 2.56988 5.97410 -2.41725 -0.001 0.000 0.014 0.26
H 2.80867 3.57007 1.09110 -0.015 0.104 0.000 0.63
H 1.57012 6.11261 -0.09993 0.037 0.023 -0.012 0.46
H -1.01288 -3.25738 -2.81613 -0.015 0.007 -0.003 0.33
H 2.51897 -1.42290 0.53323 -0.015 0.018 0.033 0.47
H 3.98532 6.94031 -2.85072 0.016 -0.001 0.008 0.39
H -2.54614 1.98140 1.68555 0.016 0.007 0.016 0.07
H -3.30232 1.85338 0.06378 -0.002 0.013 -0.009 0.16
H 1.39435 2.71495 3.93699 -0.002 -0.011 -0.007 0.24
H 5.81815 1.21534 -0.23464 -0.002 0.000 0.000 0.52
H 1.74710 2.44346 -0.65754 0.077 -0.079 0.026 0.88
H -1.68870 -1.71246 -2.19537 -0.015 -0.027 -0.021 0.31
H 0.84307 5.04214 1.09513 0.013 0.007 -0.011 0.34
H 5.35731 5.68503 -1.17251 0.010 -0.016 -0.015 0.43
H -0.31263 2.48184 4.37106 0.000 -0.026 0.002 0.27

Record 2
24
Properties=species:S:1:pos:R:3:forces:R:3:mulliken_charge:R:1 method="wB97M-V/def2-TZVPD" e_lumo_ev=0.785 energy_ev=-23443.3665 smiles=Fc1ccc(F)cc1.Fc1ccc(F)cc1
F 5.27991 0.54687 -0.46469 -0.091 -0.122 0.012 -0.33
F 2.05941 -3.82070 -0.12563 0.074 0.106 -0.008 -0.32
F 1.00026 3.16815 -0.48957 -0.015 -0.050 0.141 -0.33
F 0.45963 1.41389 4.62829 0.015 0.040 -0.124 -0.32
C 0.59398 1.84984 3.35644 0.026 0.083 -0.253 0.28
C 0.00217 1.67712 1.04118 -0.096 -0.086 -0.159 -0.37
C 3.85175 -0.99898 -1.52924 0.032 0.107 -0.184 -0.38
C -0.13638 1.22729 2.35397 -0.124 -0.164 0.052 -0.38
C 1.45759 2.90480 3.09733 0.107 0.080 0.163 -0.38
C 3.48755 -2.27483 0.93884 -0.042 -0.103 0.182 -0.38
C 4.47958 -0.53852 -0.38044 -0.152 -0.190 0.018 0.31
C 0.86585 2.73216 0.78220 -0.019 -0.088 0.229 0.31
C 3.02565 -2.11925 -1.44246 -0.102 -0.076 -0.157 -0.38
C 4.31353 -1.15467 0.85192 0.098 0.087 0.167 -0.37
C 2.85969 -2.73534 -0.20996 0.158 0.218 -0.018 0.29
C 1.59622 3.35470 1.78471 0.131 0.159 -0.060 -0.38
H -0.55573 1.21464 0.21628 0.300 0.244 0.436 0.40
H 3.32688 -2.79427 1.89276 0.083 0.275 -0.506 0.40
H 2.01547 3.36728 3.92225 -0.298 -0.246 -0.435 0.39
H 2.26777 4.18613 1.53305 -0.355 -0.444 0.129 0.39
H 4.83032 -0.75538 1.73460 -0.276 -0.208 -0.469 0.40
H 4.01243 -0.47953 -2.48315 -0.086 -0.271 0.509 0.39
H 2.50888 -2.51852 -2.32514 0.274 0.209 0.469 0.39
H -0.80792 0.39585 2.60565 0.357 0.440 -0.132 0.40

Record 3
14
Properties=species:S:1:pos:R:3:forces:R:3:mulliken_charge:R:1 method="wB97M-V/def2-TZVPD" e_above_lowest_ev=2.517 e_lumo_ev=0.498 energy_ev=-31361.1104 smiles="C=C=C(/C=C/Cl)CCl"
Cl -0.06555 2.90759 0.21174 -0.301 0.109 -0.071 -0.15
Cl -3.64552 -1.05727 -0.03513 0.737 0.783 -0.055 -0.21
C -2.19550 -0.00052 -0.16341 -2.110 -0.258 0.823 -0.27
C -1.06771 -0.44051 0.34702 3.045 -1.390 -0.939 -0.38
C 0.28707 0.19134 -0.00239 -0.240 -1.541 2.555 0.61
C 0.28019 1.46628 -0.73389 3.178 -0.304 -2.329 -0.75
C 2.24507 -1.41744 0.77911 -0.716 0.778 -0.826 -0.69
C 1.32653 -0.50855 0.47907 -0.112 -0.041 -0.707 -0.02
H 2.69108 -1.95043 -0.10739 -0.514 0.158 1.340 0.23
H 1.28442 1.59903 -1.33867 -1.594 0.008 1.733 0.32
H -0.84965 -1.47061 0.79030 -1.165 1.490 -0.598 0.30
H -0.36140 1.26708 -1.58191 -0.941 0.744 0.070 0.41
H 2.53800 -1.60807 1.82535 0.244 0.239 -0.823 0.26
H -2.46702 1.02208 -0.46979 0.487 -0.775 -0.172 0.34